Entry 1:
Entry from OMol25: C17H21NO6 in the gas phase (ωB97M-V/def2-TZVPD).

Cartesian coordinates (Å):
1 C 4.13602 -0.04129 5.74907
2 C 4.02910 -1.39058 5.04929
3 C 4.26657 -1.26261 3.54726
4 C 4.15825 -2.61575 2.84147
5 O 4.36961 -2.51981 1.44687
6 C 3.39620 -2.02140 0.64561
7 C 2.10820 -1.67724 1.04963
8 C 1.19417 -1.19964 0.12817
9 C 1.54135 -1.04661 -1.20910
10 C 0.60362 -0.48621 -2.21375
11 O 0.96144 0.20481 -3.14826
12 N -0.70191 -0.84626 -2.04394
13 C -1.74721 -0.15927 -2.75047
14 C -2.48726 0.77893 -1.81738
15 O -2.26570 0.87476 -0.63845
16 O -3.42045 1.48342 -2.45927
17 C -4.20655 2.36811 -1.66470
18 C -3.47759 3.62583 -1.19130
19 C -3.40341 3.46378 0.33679
20 O -4.31114 2.43239 0.69363
21 C -4.66808 1.69278 -0.34716
22 O -5.30649 0.68600 -0.28092
23 C 2.83888 -1.36960 -1.60613
24 C 3.74822 -1.85981 -0.69875
25 H 3.40072 0.65441 5.35097
26 H 5.12520 0.38632 5.60305
27 H 3.96282 -0.15024 6.81683
28 H 3.03655 -1.81247 5.22481
29 H 4.76104 -2.08114 5.47368
30 H 3.54088 -0.56803 3.11867
31 H 5.26155 -0.85301 3.36214
32 H 3.19354 -3.09147 3.05790
33 H 4.95175 -3.28152 3.19272
34 H 1.80118 -1.77265 2.07905
35 H 0.21480 -0.90632 0.47951
36 H -0.96982 -1.31600 -1.19303
37 H -2.46454 -0.85973 -3.19021
38 H -1.27586 0.41631 -3.55461
39 H -5.07896 2.57897 -2.28788
40 H -4.03969 4.51755 -1.46273
41 H -2.48506 3.69009 -1.63333
42 H -2.40614 3.15048 0.66128
43 H -3.69767 4.36527 0.87695
44 H 3.11313 -1.22900 -2.64033
45 H 4.75032 -2.12350 -0.99750

orbital gap: 9.4 eV
ΔE to the lowest compared entry with this formula, charge and spin: 0.5 kcal/mol
net charge: 0
largest force on an atom: 0.9 eV/Å
spin multiplicity: 1

=====

Entry 2:
Entry from OMol25: C20H31IrN10O as an isolated structure (ωB97M-V/def2-TZVPD).

Cartesian coordinates (Å):
1 Ir 0.32956 -0.84250 0.59115
2 C -1.64318 -1.79478 3.18789
3 C -2.00363 -2.08174 1.87493
4 C -0.83323 -2.62821 1.17383
5 C 0.20749 -2.67123 2.12321
6 C -0.30388 -2.13715 3.37060
7 H -2.30276 -1.41065 3.95224
8 H -3.00035 -2.02378 1.46433
9 H -0.89304 -3.26203 0.30097
10 H 1.12276 -3.23596 2.02395
11 H 0.25229 -2.06960 4.29379
12 N 4.42213 -1.06115 0.79677
13 C 4.37435 -1.97820 -0.22838
14 C 3.05903 -2.21108 -0.47394
15 N 2.31495 -1.43652 0.38951
16 C 3.16618 -0.75863 1.14446
17 C 2.61925 0.07898 2.17351
18 N 1.30800 0.12887 2.24771
19 C 0.99008 0.93501 3.31794
20 C 2.14870 1.37283 3.88289
21 N 3.17258 0.81773 3.14660
22 H 5.27336 -0.68096 1.18491
23 H 5.25979 -2.39709 -0.67532
24 H 2.62012 -2.89988 -1.17589
25 H -0.02789 1.12851 3.60841
26 H 2.33043 1.99946 4.73940
27 H 4.15497 0.96162 3.32951
28 C -2.50465 0.53144 -3.10765
29 N -1.96420 -0.54011 -2.26646
30 C -2.76743 -0.90510 -1.11185
31 C -0.68769 -0.95424 -2.39148
32 N 0.06057 -1.36560 -1.36028
33 N -0.16817 -0.98544 -3.63021
34 C 1.27582 -0.99083 -3.83935
35 C -0.95784 -1.39005 -4.79896
36 H -2.78419 1.37754 -2.47576
37 H -3.40143 0.20110 -3.63174
38 H -1.77309 0.86570 -3.83486
39 H -3.75248 -0.45738 -1.21619
40 H -2.32323 -0.55859 -0.18275
41 H -2.88157 -1.98905 -1.05407
42 H 0.91910 -1.79246 -1.66880
43 H 1.67601 -2.00923 -3.88927
44 H 1.78000 -0.42411 -3.05830
45 H 1.48906 -0.51986 -4.79710
46 H -1.99497 -1.56503 -4.53603
47 H -0.54105 -2.31351 -5.20392
48 H -0.89938 -0.63477 -5.58259
49 C -1.61804 4.75145 1.10424
50 N -1.01109 3.45553 0.80563
51 C 0.23292 3.30809 0.05566
52 C 0.33997 1.80743 -0.01178
53 O 1.22961 1.08984 -0.49637
54 N -0.71109 1.25041 0.59339
55 C -1.50896 2.25219 1.06295
56 N -2.65737 2.02532 1.67837
57 H -0.82803 5.48970 1.21487
58 H -2.17124 4.70666 2.04072
59 H -2.28395 5.06931 0.30203
60 H 1.08666 3.73642 0.58570
61 H 0.18215 3.77514 -0.93028
62 H -2.93730 1.08381 1.89545
63 H -3.26145 2.77643 1.97208

orbital gap (spin up / spin down): 7.2 / 6.7 eV
ΔE to the lowest compared entry with this formula, charge and spin: 30.8 kcal/mol
net charge: +3
largest force on an atom: 3.6 eV/Å
spin multiplicity: 2

=====

Entry 3:
Entry from OMol25: a 4-piece molecular cluster, C18H21BBrF24O5P overall (ωB97M-V/def2-TZVPD).

Cartesian coordinates (Å):
1 F 2.79175 -0.69109 -2.22157
2 C 2.48052 0.50956 -2.75910
3 F 2.37617 0.30602 -4.10073
4 C 3.51891 1.58827 -2.45863
5 F 4.69835 1.33868 -3.08742
6 F 3.06132 2.76611 -2.98990
7 C 3.79276 1.83994 -0.96786
8 O 4.89934 1.13903 -0.38742
9 C 4.63743 -0.21452 -0.02132
10 F 3.29622 -0.39914 0.02949
11 F 5.07590 -0.34729 1.26109
12 C 5.35221 -1.23321 -0.91728
13 F 5.12791 -1.01820 -2.23660
14 F 4.92865 -2.49779 -0.65252
15 H 1.49243 0.80496 -2.39461
16 H 4.07394 2.89688 -0.88284
17 H 2.88759 1.74933 -0.35536
18 H 6.43832 -1.19907 -0.75861
19 F 2.76698 -6.05670 1.18562
20 C 3.44181 -5.00903 1.70941
21 F 4.24674 -5.52553 2.67772
22 C 2.52458 -3.93485 2.28990
23 F 1.86856 -4.37863 3.39508
24 F 3.31493 -2.90156 2.72188
25 C 1.50192 -3.34291 1.30780
26 O 0.19478 -3.92952 1.30534
27 C 0.07385 -5.14242 0.56439
28 F 1.13853 -5.25214 -0.26622
29 F -1.00915 -4.98048 -0.24513
30 C -0.12746 -6.37657 1.45193
31 F 0.80670 -6.47679 2.42889
32 F -0.04968 -7.52077 0.72158
33 H 4.08947 -4.59271 0.93247
34 H 1.32854 -2.30962 1.63282
35 H 1.90541 -3.24455 0.29280
36 H -1.11131 -6.35137 1.93916
37 F -5.90104 -0.55094 -0.88867
38 C -6.13623 0.35671 -1.86244
39 F -7.01210 -0.23152 -2.72216
40 C -4.86957 0.78860 -2.59809
41 F -4.34541 -0.22742 -3.33411
42 F -5.22323 1.75435 -3.50428
43 C -3.76453 1.38266 -1.71112
44 O -2.74641 0.48216 -1.25807
45 C -3.09976 -0.31818 -0.13141
46 F -4.18292 0.23103 0.46912
47 F -2.07798 -0.18387 0.75874
48 C -3.28929 -1.80008 -0.47701
49 F -4.14045 -1.99096 -1.51443
50 F -3.80395 -2.48535 0.57854
51 H -6.64276 1.21754 -1.41655
52 H -3.22300 2.10191 -2.33789
53 H -4.16753 1.98727 -0.88970
54 H -2.33146 -2.26386 -0.74801
55 C -2.23051 2.48456 2.64778
56 C -2.42145 3.75030 1.57348
57 O -1.21852 4.58432 1.71481
58 C -1.53778 6.00347 1.93118
59 B -0.35477 6.90093 1.18421
60 P 0.79663 6.20113 -0.22047
61 O -0.15808 5.19249 -1.32583
62 Br 2.29017 4.87830 0.92652
63 H -3.23661 1.88591 2.71559
64 H -1.32809 1.85267 2.20681
65 H -1.86943 2.94032 3.67052
66 H -3.43718 4.30169 1.75524
67 H -2.39132 3.25844 0.49157
68 H -2.62668 6.32055 1.64325
69 H -1.41212 6.21267 3.09102
70 H -0.18747 8.00642 1.54867
71 H 0.44589 4.96350 -2.11104

orbital gap: 7.5 eV
net charge: 0
largest force on an atom: 3.3 eV/Å
spin multiplicity: 1

=====

Entry 4:
Entry from OMol25: an isolated ion of composition C4H10N2O and charge -1 (ωB97M-V/def2-TZVPD).

Cartesian coordinates (Å):
1 O 1.60523 -0.21391 3.06423
2 C 0.73232 -0.40964 2.23370
3 N 0.95870 -0.85405 0.99858
4 C -0.05943 -1.18063 0.02701
5 C -1.01978 -0.04198 -0.30525
6 C -0.38825 1.26637 -0.70750
7 N 0.48879 1.18682 -1.87450
8 H -0.33712 -0.25978 2.41390
9 H 1.94248 -0.97727 0.79967
10 H 0.45492 -1.52537 -0.87820
11 H -0.68437 -2.00490 0.38610
12 H -1.70157 0.11068 0.54372
13 H -1.68679 -0.40464 -1.10091
14 H 0.12629 1.69868 0.15629
15 H -1.20560 1.93535 -0.99475
16 H 0.80722 0.23817 -2.05468
17 H -0.03303 1.43608 -2.70741

orbital gap (spin up / spin down): 2.9 / 9.7 eV
ΔE to the lowest compared entry with this formula, charge and spin: 2.5 kcal/mol
net charge: -1
largest force on an atom: 0.6 eV/Å
spin multiplicity: 2